{"formula": "C50H50N10", "method": "ωB97M-V/def2-TZVPD", "spin_multiplicity": 2, "homo_ev": [-10.67, -10.67], "e_lumo_ev": [-3.26, -8.32], "total_charge": 1, "energy_ha": -2482.33366, "de_lowest_kj_mol": 0.00, "symbols": ["N", "N", "N", "N", "N", "N", "N", "N", "N", "N", "C", "C", "C", "C", "C", "C", "C", "C", "C", "C", "C", "C", "C", "C", "C", "C", "C", "C", "C", "C", "C", "C", "C", "C", "C", "C", "C", "C", "C", "C", "C", "C", "C", "C", "C", "C", "C", "C", "C", "C", "C", "C", "C", "C", "C", "C", "C", "C", "C", "C", "H", "H", "H", "H", "H", "H", "H", "H", "H", "H", "H", "H", "H", "H", "H", "H", "H", "H", "H", "H", "H", "H", "H", "H", "H", "H", "H", "H", "H", "H", "H", "H", "H", "H", "H", "H", "H", "H", "H", "H", "H", "H", "H", "H", "H", "H", "H", "H", "H", "H"], "coordinates": [[8.34277, 12.31017, -24.73078], [2.14031, 6.20519, -20.32783], [7.08836, 10.66583, -18.32721], [1.38255, 13.76188, -25.32886], [-1.84976, 7.89288, -17.18467], [-2.49335, 11.29268, -26.65620], [-3.19079, 7.97883, -19.84956], [5.74935, 7.58678, -22.29704], [4.50904, 13.97191, -21.79764], [0.89758, 10.39550, -21.73154], [1.60489, 4.01674, -19.67707], [0.68626, 6.70079, -16.76285], [3.87667, 4.64041, -20.02305], [-2.13844, 8.86341, -26.44823], [5.40509, 13.24402, -21.11410], [1.66285, 11.02859, -22.62281], [-0.69440, 8.43411, -17.69245], [5.81543, 5.74604, -23.89689], [6.59399, 10.06747, -24.86987], [-0.43442, 6.12180, -16.17522], [6.43040, 15.17001, -20.16339], [0.90531, 13.51182, -26.50625], [-1.53337, 7.94311, -21.67306], [5.36603, 15.94225, -20.62877], [3.57477, 13.28087, -26.27951], [7.68685, 12.04397, -25.83461], [6.36177, 13.80846, -20.29330], [1.21938, 5.26984, -20.04703], [1.63510, 13.38885, -27.68727], [5.89314, 10.01919, -18.46358], [7.24356, 10.42367, -23.73222], [-1.68428, 6.76822, -16.44796], [1.46680, 9.60317, -20.86081], [3.02755, 13.17087, -27.52663], [-3.49911, 6.69018, -20.16300], [4.47327, 15.32485, -21.53245], [2.82289, 9.55157, -20.65020], [-1.85593, 6.61553, -21.91161], [3.06160, 11.08836, -22.51436], [-2.61693, 10.00578, -27.09250], [-1.38130, 10.29314, -24.74625], [6.31096, 11.62303, -16.28510], [2.90232, 3.69251, -19.58824], [-2.20357, 8.54814, -20.61954], [2.75271, 13.71361, -25.21649], [-1.48373, 9.03161, -25.25712], [0.60879, 7.90279, -17.54442], [6.65925, 6.92596, -21.54601], [-2.84848, 5.94060, -21.21346], [6.73590, 10.96425, -25.99143], [5.44118, 6.99858, -23.52612], [3.44987, 5.94529, -20.32430], [3.62725, 10.29031, -21.53932], [-1.88294, 11.39679, -25.44181], [7.13114, 5.66238, -21.84263], [6.60199, 5.02351, -23.02051], [8.04270, 11.57767, -23.68036], [5.06830, 11.02922, -16.44768], [7.28650, 11.44345, -17.29568], [4.84681, 10.14684, -17.58293], [-0.87604, 8.48884, -22.33375], [7.10927, 13.29761, -19.70451], [7.92858, 12.72921, -26.63361], [6.20637, 10.84954, -26.92569], [8.26459, 11.88623, -17.17872], [-1.28772, 8.19903, -24.59773], [4.77744, 7.60515, -24.12437], [6.46058, 12.21249, -15.39260], [4.68312, 10.15999, -21.35347], [-1.35642, 6.10758, -22.72332], [0.19253, 5.59263, -19.95872], [7.19901, 15.54903, -19.50614], [3.61718, 11.54550, -23.31981], [1.15219, 13.16750, -28.62759], [4.59644, 13.22330, -25.93415], [-2.14877, 7.89400, -26.92418], [3.68332, 12.85713, -28.32533], [5.30376, 17.01880, -20.56920], [0.95120, 8.82846, -20.31274], [3.61109, 15.92098, -21.79261], [0.80653, 3.32990, -19.43776], [6.66035, 3.95108, -23.13399], [6.09944, 9.10740, -24.87958], [1.54808, 8.35364, -17.82881], [5.36281, 5.41814, -24.82101], [-2.89698, 9.86327, -28.12578], [6.82962, 7.33552, -20.56131], [4.29549, 11.25910, -15.72912], [-0.81211, 10.33967, -23.82959], [5.31687, 12.17042, -21.19166], [-0.16573, 13.65065, -26.50611], [1.25338, 11.46101, -23.52378], [7.66214, 5.09343, -21.09381], [3.25452, 8.88097, -19.92192], [-2.56280, 6.29651, -16.03311], [4.93819, 4.45471, -20.09430], [-4.26879, 6.18794, -19.59577], [7.21784, 9.80236, -22.84920], [3.98296, 6.85954, -20.53962], [-0.47038, 5.15856, -15.68811], [5.94883, 9.31034, -19.27649], [-1.87938, 9.54008, -20.34141], [3.24191, 2.67250, -19.48499], [8.38000, 11.99830, -22.74457], [-0.79884, 9.45894, -18.01681], [1.60199, 6.13857, -16.65446], [3.08305, 13.79847, -24.19176], [-1.92743, 12.37829, -24.99337], [3.88379, 9.68985, -17.75657], [-3.15179, 4.94619, -21.50594]], "forces_ev_per_angstrom": [[-0.1489, 0.4614, 0.5435], [-1.3522, 0.6501, 0.0981], [-0.5857, -0.5539, -0.5463], [2.9685, -0.0169, 1.6928], [3.6333, -1.4377, 0.2537], [0.3764, -1.8601, 1.2413], [1.9089, -1.8400, -2.3739], [0.7889, -1.2158, -1.8164], [-0.2433, 1.5185, 0.6826], [-1.2794, -0.2822, -1.7767], [-2.4112, -0.6387, 0.5480], [-0.4821, -0.2138, -0.3636], [-0.4721, 0.7385, 0.4914], [0.0631, 0.4243, -0.5678], [-0.4270, 0.4755, -0.3155], [1.2189, 0.2453, 0.5120], [-0.7709, 0.3124, 0.7638], [-0.0716, 0.0278, -0.0925], [0.3622, 1.2361, -2.2857], [-0.6274, 1.9334, -1.4469], [-0.9709, 0.7950, 0.8799], [-1.3671, 1.4218, -1.6939], [-0.9418, -0.7158, 0.6003], [0.2882, -0.5767, -2.0805], [-0.4997, 1.6519, 2.8137], [-1.6660, -1.6616, -1.1836], [0.6613, 0.0671, 0.1386], [1.5314, 1.5514, 0.2145], [1.4848, -1.6302, 0.6651], [1.3882, 0.2060, 0.3956], [1.0931, 0.6820, 1.3509], [-0.3345, 0.4331, -0.2173], [1.1369, -0.5842, 1.2111], [-0.9226, -0.0986, -0.7449], [0.5494, 0.1642, -0.6185], [0.7425, -1.5270, 1.7879], [0.6425, 0.7705, -1.3954], [-0.3156, -0.6949, -0.5992], [-0.7979, -1.1923, -0.3470], [1.3012, 0.6356, -0.5384], [0.6082, 0.7695, 0.3052], [-0.6055, -0.3427, -0.5731], [3.4799, 0.2078, -1.9239], [-0.5319, 0.3483, 1.6240], [-1.9576, -1.3563, -0.6469], [-1.1119, -0.4014, 0.4783], [-1.3930, -2.0367, 1.6365], [-1.4449, 0.2041, -0.4003], [-0.2693, 2.2244, 0.7957], [1.3448, 0.3824, 1.6791], [0.1153, 2.3275, 2.9095], [-1.6749, -1.0846, 0.3715], [0.2273, -0.3645, 1.5689], [-0.9403, -0.4955, -0.7672], [-1.4228, -1.2553, -1.7406], [0.5542, 0.3121, 1.6919], [-0.5343, -0.3364, 0.4000], [0.3306, -0.8678, -1.5603], [-0.7158, -0.1106, 1.2888], [0.4854, 1.7601, 1.4368], [0.2078, 0.2371, 0.3590], [-0.1489, -0.8189, -0.3551], [-0.2642, -0.1747, -0.4826], [0.0374, -0.1431, -0.0075], [0.1306, 0.1848, -0.1563], [0.6811, -0.2786, -0.2965], [-0.1443, -0.0816, -0.1227], [0.3422, 0.1878, -0.1245], [0.2699, 0.2785, -0.5683], [0.1140, -0.1582, -0.0692], [-0.2085, 0.0360, -0.4175], [0.0584, 0.4212, -0.1234], [0.2222, 0.2246, 0.2538], [-0.0618, 0.3327, -0.0499], [0.4276, -0.4176, -0.9053], [-0.4474, -0.0093, -0.1048], [-0.2100, 0.1598, -0.4081], [0.0830, 0.0460, 0.5022], [-1.0898, 0.2983, 0.1593], [-0.0805, -0.2865, -0.9149], [0.1187, -0.3914, 0.1117], [0.6025, -0.0547, -0.1795], [-0.3746, 0.2361, -0.4075], [-0.3690, 0.4380, -0.4009], [0.3231, -0.6752, -0.0018], [-0.6767, 0.3081, -0.0586], [0.3728, 0.3058, 0.0473], [-0.1669, -0.2740, 0.0047], [-0.2686, 0.7699, 0.3425], [0.1172, -0.0374, -0.2472], [-0.3683, -0.4603, -0.6226], [-0.6970, 0.4073, 0.2752], [0.3078, 0.0220, -0.1617], [0.0314, -0.0390, -0.0300], [-0.3633, 0.0486, -0.2772], [0.0069, -0.4542, 0.2080], [-0.0578, 0.1690, 0.3091], [-0.2698, -0.0531, 0.1038], [0.9724, -0.5169, -0.1899], [0.2574, 0.1082, 0.1610], [-0.6575, -0.0249, -0.2766], [-0.3910, 0.4068, -0.0457], [-0.1117, -0.0792, 0.5733], [0.4063, -0.4778, 0.2976], [-0.0436, 0.0806, -0.5110], [0.4048, 0.3473, -0.0813], [0.5233, 0.3509, -0.0061], [0.4445, 0.1566, -0.0202], [0.0387, -0.1327, 0.0620], [-0.0269, -0.0689, 0.3991]]}